The following is a quantum chemistry calculation of a structure of composition C14H37LiN2O4 in a non-equilibrium geometry, from OMol25.

Each line ends with the natural charge from an NBO analysis.
CARTESIAN COORDINATES (ANGSTROEM)
Li -0.39828 -0.90872 -0.70790  0.873
C -3.33705 -0.38947 2.22765  -0.641
C -2.70152 -0.06123 0.84231  0.115
C -2.92982 1.41077 0.58531  -0.628
O -1.34861 -0.40277 0.70367  -1.018
H -4.46016 -0.22590 2.21814  0.203
H -2.78757 0.20701 2.96798  0.217
H -3.09867 -1.44476 2.30263  0.203
H -3.29354 -0.59984 0.09596  0.117
H -2.18202 1.67929 -0.20308  0.192
H -2.69174 2.11460 1.45464  0.201
H -4.01053 1.63755 0.20291  0.200
C 0.08181 2.11255 3.41730  -0.637
C 0.77943 0.89369 2.65354  0.110
C 2.25198 0.64257 2.74466  -0.626
O 0.04673 -0.30608 2.87776  -0.827
H -0.74508 2.40835 2.72445  0.204
H 0.74535 2.98258 3.54254  0.198
H -0.34110 1.72492 4.34023  0.218
H 0.61928 1.15706 1.58710  0.139
H 2.39932 -0.33748 2.33648  0.212
H 2.56502 0.64722 3.80986  0.201
H 2.81438 1.44814 2.21665  0.200
H -0.63525 -0.45632 2.04606  0.512
C 1.14746 -4.48353 1.07116  -0.632
C 0.78994 -3.38987 0.02525  -0.068
C -0.67834 -3.47294 -0.35400  -0.093
O -0.95725 -2.74469 -1.54898  -0.584
C -2.29547 -2.87590 -2.02022  -0.256
N 1.07341 -1.99075 0.39523  -0.899
H 0.36363 -4.66425 1.82531  0.217
H 2.12438 -4.20164 1.54650  0.219
H 1.36522 -5.45648 0.55361  0.212
H 1.37878 -3.60594 -0.93033  0.190
H -1.25784 -2.96221 0.41616  0.196
H -1.02818 -4.52931 -0.37752  0.180
H -2.92769 -2.36455 -1.27876  0.191
H -2.54194 -3.93074 -2.23143  0.182
H -2.22775 -2.37794 -2.99884  0.195
H 0.52274 -1.69030 1.18308  0.414
H 2.05059 -1.90308 0.42112  0.372
C 2.44644 1.71102 -0.82303  -0.622
C 1.07584 1.85625 -1.49198  -0.073
C 1.14044 2.97209 -2.52941  -0.069
O 1.85792 2.60821 -3.71390  -0.556
C 1.90519 3.71626 -4.61831  -0.250
N 0.54774 0.54125 -1.96798  -0.867
H 3.17089 1.44364 -1.64775  0.212
H 2.44526 0.85216 -0.19639  0.223
H 2.68552 2.62577 -0.28652  0.218
H 0.29519 2.23078 -0.82692  0.205
H 1.61640 3.87838 -2.09070  0.176
H 0.04963 3.25321 -2.79628  0.158
H 2.20006 4.61938 -4.04569  0.167
H 0.95249 3.92755 -5.12643  0.172
H 2.68667 3.50705 -5.36407  0.196
H -0.37504 0.77113 -2.34889  0.359
H 1.05530 0.19627 -2.80997  0.377

The value obtained for the LUMO energy is 0.214 eV. The frontier orbital gap comes out at 8.57 eV. The net charge is 0. The calculation puts the HOMO energy at -0.30692 Ha. The energy is -26493.2010 eV. Its spin multiplicity is 1.

=====

The following is a quantum chemistry calculation of a cluster of 3 separate species, C27H31BrCl2N6O10S2 in total in a non-equilibrium geometry, from OMol25.

Each line ends with the Mulliken charge.
CARTESIAN COORDINATES (ANGSTROEM)
N 0.37891 -5.68059 0.81241  -0.427
C 0.07669 -4.82104 -0.36962  -0.669
C 0.05824 -3.28773 0.11115  -0.003
Cl -1.29299 -3.29636 1.35987  -0.136
N -0.62126 -2.61750 -1.06494  -0.206
C 0.31826 -1.55057 -1.43378  -0.387
O 0.41019 -1.18705 -2.61793  -0.587
C 1.15407 -1.07318 -0.10760  1.456
C 2.31363 -0.19576 -0.81219  -1.306
C 3.46846 0.33830 0.14086  -0.416
C 3.48475 1.87109 0.54782  -1.028
C 2.58992 2.88091 -0.29481  -0.554
S 3.35473 3.52157 -1.85908  1.183
O 3.35778 5.04363 -1.77266  -0.673
O 2.49668 3.18712 -3.06692  -0.597
Cl 5.30340 2.89720 -2.17763  -0.206
C 0.08831 -0.09877 0.58077  -0.791
C 0.01220 -0.09038 2.16577  -0.616
S 1.60564 0.23247 3.05603  -0.058
C 1.30746 -0.49442 4.72115  0.294
N 0.03349 -0.94210 5.21268  -0.029
N 0.09516 -1.46024 6.46301  -0.557
C 1.48255 -1.35492 6.79602  0.015
O 2.23461 -0.75276 5.76570  -0.280
C 1.45405 -2.52914 0.46072  0.889
O 1.57143 -2.76966 1.87647  -0.579
C 2.60567 -3.45059 -0.15419  -0.612
C 4.08157 -2.86513 -0.06154  0.193
O 4.69685 -2.56974 0.97089  -0.500
Br 5.08907 -2.61987 -1.78338  -0.169
H -0.42937 -6.21969 1.13180  0.198
H 1.21724 -6.25528 0.68722  0.176
H 0.70497 -5.03620 -1.29070  0.252
H -1.00971 -5.06945 -0.66585  0.381
H -1.60982 -2.37212 -0.93021  0.225
H 1.78330 0.57742 -1.45639  0.942
H 2.81135 -0.91882 -1.56307  0.211
H 3.49509 -0.35325 1.06317  0.252
H 4.46895 0.12167 -0.39364  0.327
H 3.23829 2.05910 1.65892  0.238
H 4.57414 2.24071 0.44235  0.525
H 1.54764 2.50777 -0.57298  0.118
H 2.41452 3.80794 0.36754  0.536
H -0.96154 -0.38702 0.19864  0.340
H 0.24201 0.98254 0.23427  0.110
H -0.44702 -1.02290 2.64479  0.277
H -0.69796 0.77102 2.45977  0.670
H 1.83352 -1.73833 7.80827  0.361
H 2.49526 -2.68377 2.19385  0.465
H 2.62563 -4.41169 0.48216  0.279
H 2.42024 -3.70278 -1.25926  0.446
C 1.93147 6.86991 -4.64735  -0.717
C 1.15631 7.66706 -5.48498  -0.350
C -0.20946 7.79467 -5.25741  -0.428
C -0.78837 7.12186 -4.18362  0.063
C -0.01938 6.31646 -3.34611  -0.506
C 1.34577 6.19199 -3.58243  0.092
N -2.22201 7.27313 -3.92483  0.996
O -2.86882 7.97227 -4.69078  -0.607
O -2.69023 6.69511 -2.95533  -0.605
H 2.99863 6.77715 -4.82491  0.405
H 1.61843 8.19191 -6.31448  0.374
H -0.80226 8.41840 -5.91673  0.435
H -0.46420 5.78617 -2.51162  0.430
H 1.95637 5.56831 -2.93325  0.433
C -7.26651 -4.17802 2.86088  -0.374
C -6.87271 -2.87589 3.15380  -0.473
C -5.98724 -2.21053 2.31351  -0.334
C -5.50535 -2.85880 1.17840  0.134
C -5.88951 -4.16476 0.88331  -0.288
C -6.77325 -4.82336 1.73081  -0.489
N -4.59255 -2.15360 0.27746  1.088
O -4.26159 -1.01657 0.57726  -0.607
O -4.21424 -2.74111 -0.72616  -0.625
H -7.96242 -4.69245 3.51633  0.369
H -7.25909 -2.37826 4.03669  0.372
H -5.68804 -1.19633 2.55250  0.435
H -5.51468 -4.67702 0.00433  0.431
H -7.08134 -5.83935 1.50898  0.373

The value obtained for the LUMO energy is -1.087 eV. The frontier orbital gap comes out at 7.80 eV. The net charge is 0. The calculation puts the HOMO energy at -0.32668 Ha. The energy is -174662.7297 eV. Its spin multiplicity is 1.

=====

The following is a quantum chemistry calculation of an isolated molecule of C12H9N in a non-equilibrium geometry, from OMol25.

Each line ends with the natural charge from an NBO analysis.
CARTESIAN COORDINATES (ANGSTROEM)
C 2.34929 0.88741 -0.01664  0.249
C -2.91550 1.35118 0.33565  -0.195
C -3.31087 0.09724 0.86647  -0.225
C -1.74248 1.51609 -0.41647  -0.211
C -2.47530 -1.00420 0.69493  -0.198
C -0.93622 0.39240 -0.55584  0.004
C -1.29796 -0.85322 -0.05923  -0.067
C 0.44715 0.34179 -1.25333  -0.106
C 0.84575 -1.12495 -1.03282  -0.181
C 4.45782 -0.16265 0.96757  -0.614
C 3.34429 0.37515 0.56744  0.079
C -0.17616 -1.76325 -0.43615  -0.189
N 1.44096 1.26149 -0.79445  -0.370
H -3.54429 2.25326 0.48005  0.208
H -4.26500 0.28421 1.33127  0.228
H -1.46726 2.55037 -0.69174  0.224
H -2.60944 -1.91014 1.15773  0.210
H 0.24228 0.53744 -2.31164  0.226
H 1.88902 -1.36032 -1.19460  0.227
H 4.46964 -1.25447 1.12644  0.243
H 5.42231 0.25708 1.13913  0.248
H -0.16802 -2.67189 0.09623  0.213

The value obtained for the LUMO energy (alpha / beta) is 0.686 / -2.364 eV. The frontier orbital gap (alpha / beta) comes out at 7.05 / 6.24 eV. Its expectation value of S² is 2.026. The net charge is 0. The calculation puts the HOMO energy (alpha / beta) at -0.23382 / -0.31611 Ha. The energy is -14073.5310 eV. Its spin multiplicity is 3.

=====

The following is a quantum chemistry calculation of a cluster of 2 separate species, C7H11NS in total in a non-equilibrium geometry, from OMol25.

Each line ends with the natural charge from an NBO analysis.
CARTESIAN COORDINATES (ANGSTROEM)
C 0.41786 -2.12003 -0.94719  0.007
C -1.68574 0.09523 -0.83372  -0.376
C -2.01770 -0.32587 0.55426  -0.402
C -0.78380 0.43036 0.34184  -0.408
C 0.91249 -0.84283 1.81553  -0.764
C 1.45099 1.80596 -1.32510  -0.770
C 0.50543 -0.21718 0.55592  0.176
N 0.80140 -2.98663 -1.61170  -0.521
S 1.92931 0.73890 -0.03300  0.359
H -1.24536 -0.61223 -1.47521  0.253
H -2.26851 0.83335 -1.27021  0.216
H -2.85774 0.29522 1.07938  0.220
H -1.98716 -1.36790 0.82590  0.240
H -0.79466 1.49768 0.64695  0.261
H 0.21372 -1.45216 2.46685  0.256
H 1.44608 -0.16394 2.47414  0.255
H 1.65119 -1.70458 1.48891  0.285
H 2.34216 2.45159 -1.44140  0.250
H 0.57291 2.30178 -1.04826  0.226
H 1.39713 1.34327 -2.26388  0.239

The value obtained for the LUMO energy is -1.010 eV. The frontier orbital gap comes out at 8.41 eV. The relative energy (zero: lowest compared OMol25 entry of this formula, charge and spin) comes out at 4.488 eV. The net charge is 0. The calculation puts the HOMO energy at -0.34602 Ha. The energy is -19758.1226 eV. Its spin multiplicity is 1.

=====

The following is a quantum chemistry calculation of an isolated molecule of C5H11NO, from OMol25.

Each line ends with the natural charge from an NBO analysis.
CARTESIAN COORDINATES (ANGSTROEM)
C 0.49770 -1.50596 -1.60592  -0.611
C 0.59816 -1.69138 -0.09534  -0.413
C 1.12705 -0.45812 0.63969  -0.213
N 0.38804 0.76936 0.37131  -0.621
C -0.91498 0.91296 0.73799  0.673
O -1.56894 -0.00978 1.19978  -0.634
C -1.52113 2.29215 0.55773  -0.707
H 0.26972 -2.45524 -2.10165  0.213
H -0.29690 -0.79729 -1.86151  0.208
H 1.43669 -1.12606 -2.02802  0.194
H -0.38050 -1.95071 0.31722  0.233
H 1.27968 -2.51962 0.13895  0.200
H 1.12388 -0.65474 1.71961  0.202
H 2.16481 -0.27254 0.33952  0.193
H 0.89916 1.58463 0.07458  0.396
H -2.45988 2.18770 0.00830  0.241
H -0.87625 3.00800 0.03943  0.205
H -1.76630 2.68662 1.54835  0.239

The value obtained for the LUMO energy is 0.858 eV. The frontier orbital gap comes out at 10.50 eV. The relative energy (zero: lowest compared OMol25 entry of this formula, charge and spin) comes out at 0.071 eV. The net charge is 0. The calculation puts the HOMO energy at -0.35421 Ha. The energy is -8901.6267 eV. Its spin multiplicity is 1.

=====

The following is a quantum chemistry calculation of a cluster of 2 separate species, C4H12 in total in a non-equilibrium geometry, from OMol25.

Each line ends with the natural charge from an NBO analysis.
CARTESIAN COORDINATES (ANGSTROEM)
C 0.47025 -0.07765 -1.49284  -0.728
C 1.15052 1.33147 -1.44084  -0.956
H -0.43004 0.02419 -0.90627  0.202
H 0.31571 -0.31412 -2.54265  0.192
H 1.18124 -0.73827 -1.00822  0.188
H 0.65872 1.97052 -0.70574  0.186
H 2.23098 1.24086 -1.32709  0.183
H 1.01869 1.89281 -2.37546  0.176
C -1.35289 -0.12884 1.32361  -0.912
C -0.30386 -1.21238 1.58715  -0.695
H -2.28031 -0.57390 0.96716  0.187
H -1.58193 0.47769 2.20047  0.192
H -1.01302 0.61210 0.61343  0.194
H 0.01761 -1.40509 2.61895  0.194
H 0.63178 -0.90138 1.12820  0.207
H -0.71344 -2.19801 1.36013  0.191

The value obtained for the LUMO energy (alpha / beta) is 4.346 / 4.401 eV. The frontier orbital gap (alpha / beta) comes out at 2.76 / 12.00 eV. The relative energy (zero: lowest compared OMol25 entry of this formula, charge and spin) comes out at 0.773 eV. Its expectation value of S² is 0.750. The net charge is -1. The calculation puts the HOMO energy (alpha / beta) at 0.05823 / -0.27906 Ha. The energy is -4340.2632 eV. Its spin multiplicity is 2.